14 unconnected molecules or ions with the total composition C3H35N2O14S at a distorted geometry. Source: OMol25; level of theory: ωB97M-V/def2-TZVPD.

Structure (XYZ):
```
55
Properties=species:S:1:pos:R:3:forces:R:3:lowdin_charge:R:1
N 0.82036 -0.66162 0.83765 -1.4 -0.3 -0.3 0.227
C -0.52485 -0.58744 1.62630 1.9 -0.4 -1.4 -0.231
C -0.27003 -0.94981 3.07901 -0.5 0.4 1.1 -0.489
S 0.71682 0.26445 4.00173 -0.1 0.7 0.0 0.760
C -1.43902 -1.53957 0.87585 -2.0 -1.4 -0.1 -0.472
N -2.64961 -1.02372 0.61199 0.6 1.5 0.8 0.216
O -1.17307 -2.70222 0.57676 0.8 0.5 0.0 0.050
H 0.62629 -1.07499 -0.11679 1.0 0.3 1.0 0.107
H 1.27407 0.23363 0.68168 0.0 0.6 0.2 0.102
H 1.51424 -1.27122 1.28499 -0.1 -0.2 0.1 0.094
H -0.95735 0.40851 1.45097 0.7 -0.2 0.8 0.112
H -1.25777 -0.95898 3.57016 0.4 0.1 0.0 0.102
H 0.22961 -1.87279 3.39216 -0.4 -0.3 -1.2 0.068
H 1.95376 -0.02462 3.54552 -0.3 -0.3 0.0 -0.146
H -3.48034 -1.45203 0.24414 0.4 -0.7 -0.3 0.127
H -2.73757 -0.03552 0.79530 -0.4 -0.1 0.3 0.079
H -1.70184 -0.49530 -2.53664 -0.4 -0.9 -0.9 0.037
H -2.41554 -1.67544 -3.28210 0.4 0.2 0.1 0.060
O -1.71180 -1.01912 -3.37276 1.0 0.1 0.0 -0.084
H 1.24543 -0.35979 -4.76797 0.3 0.0 -0.2 0.052
H -0.05942 -0.16283 -4.05133 0.0 -0.3 0.2 0.011
O 0.89710 -0.13548 -3.90260 0.0 0.1 -0.2 -0.058
H -1.45649 3.02927 -2.91229 -0.7 0.5 0.0 0.057
H -0.48471 2.66464 -1.91660 0.2 -0.3 0.7 -0.074
O -1.32814 3.15255 -1.96297 -1.3 0.7 -0.9 -0.086
H 1.83984 -2.12761 -2.03735 -0.4 0.2 -0.2 0.068
H 0.31889 -2.10149 -1.64200 0.4 -0.4 -0.6 0.048
O 1.22087 -2.22611 -1.30518 -0.4 -0.1 0.2 -0.041
H 3.62265 -1.82467 1.00899 -0.4 0.1 0.1 0.030
H 4.28886 -1.45752 -0.29459 0.0 0.3 -0.1 0.082
O 3.71753 -1.08808 0.38884 0.3 -0.4 -0.1 -0.038
H -2.19631 2.20521 1.33021 -0.3 0.6 0.2 0.010
H -2.05433 2.25298 2.85409 -0.3 -0.4 -0.5 0.078
O -2.41849 1.70083 2.13268 0.5 0.0 0.4 -0.086
H 1.07461 2.09514 -1.15616 -0.4 0.0 0.3 0.033
H 1.12666 1.66175 -2.53957 -0.4 -0.7 -0.4 0.074
O 0.51038 1.61176 -1.79241 2.0 -0.7 0.4 -0.057
H -3.26579 0.74037 -1.61752 -0.2 -0.6 0.0 0.073
H -3.74029 -0.18036 -2.72519 -0.1 0.0 0.1 0.072
O -3.39218 -0.20995 -1.82321 -0.9 1.5 0.5 -0.079
H 0.28154 -3.54030 1.15002 -0.1 -0.4 0.3 0.012
H 0.45960 -5.04619 1.21426 0.4 0.3 0.5 0.087
O 0.76364 -4.23414 1.65814 -0.5 -0.1 -0.7 -0.067
H 3.49367 -2.71690 2.74507 -0.4 -1.1 0.3 0.061
H 1.95213 -3.38397 2.42290 0.9 -0.9 -0.1 0.005
O 2.54344 -2.63309 2.62943 -0.2 2.1 -0.1 -0.075
H 3.47340 2.17597 0.93199 0.6 -0.4 0.3 0.051
H 3.24689 0.63290 0.40512 0.9 0.6 0.4 -0.005
O 2.94606 1.56036 0.43221 -1.5 -0.3 -0.8 -0.054
H -2.52387 3.68416 -0.46908 0.4 0.2 -0.1 0.009
H -3.64806 3.67416 0.55110 0.0 0.2 0.2 0.059
O -2.69805 3.81834 0.47718 -0.2 -0.3 -0.4 -0.058
H 1.70502 4.52318 -0.41824 0.5 -0.7 0.0 0.070
H 0.53579 4.69369 -1.22246 -0.4 -0.9 -0.5 0.071
O 1.18575 3.98898 -1.04143 0.1 2.0 0.8 -0.056
```
Forces are in eV/Å.

Its HOMO-LUMO gap is 9.618 eV. For the energy, the calculation gives -1696.16650 Eh. As for the net charge: +1.